Entry 1:
C4H5NO2 | ωB97M-V with the def2-TZVPD basis set

Output
net charge	0
electronic energy	-9807.90370	eV
HOMO energy (spin up / spin down)	-8.848 / -8.843	eV
maximum force	4.66	eV/A
energy above the lowest of the compared OMol25 structures with the same formula, charge and spin	6.411	eV

Structure (XYZ):
```
12
Properties=species:S:1:pos:R:3:forces:R:3
C 1.120973 1.068235 0.876167 -0.04 -3.42 -2.27
C 0.838104 0.664085 -0.467390 -0.44 -1.25 3.79
C 0.335477 -1.000633 -0.536012 0.78 2.85 -2.14
C -1.117198 -1.015922 -0.148480 0.00 -1.25 -1.61
O -1.852407 -1.941939 0.116018 0.55 0.80 -0.20
N -1.357395 0.303285 0.104289 -3.50 2.77 1.33
O -2.066323 1.091476 -0.496658 0.91 -1.36 0.27
H 0.903463 2.062491 1.182362 0.57 0.90 0.08
H 1.409430 0.294631 1.792872 -0.99 1.95 -2.82
H 0.497656 1.410514 -1.256452 0.63 -1.22 1.17
H 0.730448 -1.406467 0.332101 1.71 -1.16 1.27
H 0.557773 -1.529756 -1.498820 -0.17 0.40 1.13
```
Positions in Å, forces in eV/Å.

natural (NBO) atomic charge list, values in e, 2 entries: number 1, C, carries -0.329; number 2, C, carries -0.225

Entry 2:
C25H37N7O2PrS4 | ωB97M-V with the def2-TZVPD basis set

Output
net charge	+1
electronic energy	-98457.33702	eV
HOMO energy (spin up / spin down)	-9.013 / -9.014	eV
maximum force	1.28	eV/A
2S+1	3
energy above the lowest of the compared OMol25 structures with the same formula, charge and spin	0.355	eV
expectation value of S²	2.0023

Structure (XYZ):
```
76
Properties=species:S:1:pos:R:3:forces:R:3
Pr -0.388321 0.287214 0.081283 -0.86 0.26 0.17
O 1.265882 -0.777706 -0.994836 0.50 -0.50 -0.42
N 1.144902 -1.115786 -2.274475 -0.05 -0.30 -0.71
C 2.215375 -0.997522 -3.083374 0.32 0.07 0.02
C 2.136397 -1.285730 -4.417785 -0.05 -0.07 0.01
C 0.919936 -1.729524 -4.938768 -0.05 0.02 0.09
C -0.160174 -1.865416 -4.101014 0.19 0.06 -0.10
C -0.058477 -1.546338 -2.741146 0.00 -0.20 0.28
S -1.370704 -1.696343 -1.646756 -0.35 -0.04 0.00
H 3.112830 -0.644534 -2.599467 -0.03 0.00 0.06
H 3.007341 -1.164332 -5.042964 0.04 0.00 0.04
H 0.826726 -1.957638 -5.991373 0.00 -0.02 -0.01
H -1.118680 -2.205692 -4.463893 -0.02 0.02 0.02
O 0.889222 3.088809 0.953212 -0.33 0.08 0.41
N 1.101243 4.033588 -0.005277 0.34 -0.02 -0.41
C 0.834904 5.318184 0.308332 -0.12 0.16 0.17
C 1.078702 6.304639 -0.595781 0.01 0.03 -0.09
C 1.639354 5.958253 -1.838196 -0.04 -0.08 0.09
C 1.870982 4.644004 -2.141775 -0.07 0.13 0.06
C 1.558970 3.620912 -1.222208 -0.16 -0.02 0.07
S 1.698968 1.966112 -1.530165 -0.03 -0.25 -0.04
H 0.414633 5.482303 1.288974 0.06 -0.06 0.03
H 0.838885 7.327526 -0.351540 0.03 0.01 0.05
H 1.874067 6.733898 -2.553944 -0.01 -0.01 -0.04
H 2.277153 4.338568 -3.094043 -0.02 0.01 -0.02
N 2.981141 1.662841 1.630788 0.11 -0.05 0.01
C 2.038810 0.665847 2.140732 0.22 0.03 0.32
C 1.371057 1.220482 3.398457 -0.39 -0.10 -0.20
C 0.184763 0.351531 3.805355 0.24 -0.15 0.16
N -0.871134 0.483855 2.778992 0.10 0.33 0.04
C 0.634357 -1.102692 3.966942 -0.04 0.02 -0.19
C 1.386735 -1.648963 2.752197 0.09 0.06 0.37
N 0.460392 -1.762782 1.609436 0.25 0.09 -0.22
C 2.569285 -0.738561 2.395613 -0.34 -0.06 -0.32
H 1.818418 2.676229 1.180858 -0.03 0.12 -0.16
H 3.486918 1.306986 0.823987 -0.07 0.07 -0.06
H 3.661781 1.917361 2.339801 -0.03 0.00 0.02
H 1.287352 0.554533 1.348104 0.97 0.28 0.78
H 1.012960 2.237140 3.221697 0.12 0.05 0.06
H 2.096810 1.249651 4.214967 0.05 0.03 -0.03
H -0.181041 0.694640 4.779251 -0.03 0.02 -0.06
H -1.236228 1.434345 2.809463 -0.16 -0.06 0.03
H -1.649619 -0.119354 3.029315 -0.10 0.04 -0.14
H -0.230462 -1.738993 4.178258 0.00 -0.01 0.06
H 1.293234 -1.157990 4.835871 -0.05 -0.02 0.04
H 1.792852 -2.634320 3.006490 -0.06 0.01 -0.04
H -0.285324 -2.395233 1.886741 -0.08 0.01 -0.12
H 0.962128 -2.247660 0.858163 -0.17 -0.14 -0.02
H 3.060484 -1.127014 1.498859 0.06 0.02 0.02
H 3.291714 -0.734923 3.214803 0.02 0.02 -0.01
S 2.029048 -4.087218 -0.164230 0.39 -0.06 -0.06
C 0.698427 -4.764376 -0.863376 -0.28 0.03 0.13
N -0.416941 -5.116963 -0.207305 -0.05 -0.13 -0.16
C -1.407885 -5.898019 -0.933498 -0.11 -0.07 0.01
C -1.216927 -5.543463 -2.401460 0.27 0.19 -0.11
S 0.552081 -5.118017 -2.565031 -0.03 -0.05 0.11
H -0.391750 -5.143973 0.798998 0.09 0.06 0.02
H -2.410074 -5.627861 -0.600527 0.02 -0.03 0.00
H -1.254062 -6.966881 -0.756185 0.02 0.03 -0.03
H -1.789234 -4.659141 -2.674107 -0.09 -0.03 -0.01
H -1.441705 -6.367367 -3.072646 -0.09 -0.01 0.04
C -3.526849 -1.024468 1.187783 -0.05 0.35 -0.07
C -3.678155 0.283750 0.461041 -0.16 -0.09 0.06
C -4.834504 0.882542 0.025175 0.05 -0.17 0.13
C -4.454530 2.075870 -0.635526 0.17 0.12 -0.03
C -3.084932 2.142583 -0.568788 0.02 0.18 -0.19
C -2.155866 3.179581 -1.135924 -0.18 -0.14 0.24
N -2.586713 1.053004 0.112407 -0.25 0.13 -0.04
H -4.209744 -1.762591 0.767893 0.09 -0.10 0.04
H -3.764909 -0.928382 2.252203 0.08 -0.08 0.04
H -2.506089 -1.417218 1.090489 -0.07 -0.14 0.04
H -5.837417 0.506528 0.154654 -0.01 -0.03 0.00
H -5.109948 2.790276 -1.108090 0.01 0.02 -0.03
H -2.589065 3.625506 -2.029951 0.08 0.00 -0.05
H -1.192898 2.731564 -1.417577 -0.02 0.15 -0.08
H -1.966864 3.990319 -0.424552 0.10 0.00 -0.01
```
Positions in Å, forces in eV/Å.

Mulliken atomic charge list, values in e, 2 entries: number 1, Pr, carries 0.088; number 2, O, carries 0.064

Q: Among the records above, which one has the lowest energy above the lowest of the compared OMol25 structures with the same formula, charge and spin?
A: C25H37N7O2PrS4

Q: Number 1 is which compound?
A: C4H5NO2